{
  "formula": "H12O5S",
  "method": "wB97M-V/def2-TZVPD",
  "species": ["S", "H", "H", "H", "H", "O", "H", "H", "O", "H", "H", "O", "H", "H", "O", "H", "H", "O"],
  "xyz": [[0.78711, -0.69148, -1.99397], [1.47633, 0.25430, -2.64039], [0.54980, -0.15196, -0.77281], [1.90753, 0.49602, 1.24747], [2.89441, 0.29007, 0.14181], [2.81995, 0.25682, 1.10022], [-0.42745, 0.99008, 2.05575], [-0.71292, 1.48269, 0.62930], [0.00279, 1.26348, 1.24062], [0.45464, -2.72637, 1.15580], [1.23123, -3.04942, -0.07697], [0.33258, -3.04477, 0.25426], [-2.27981, 1.93500, -0.64384], [-1.30286, 2.12189, -1.91161], [-1.46811, 2.30971, -0.98833], [-2.66281, -0.09962, 0.73501], [-1.81310, -1.20657, -0.04281], [-1.78931, -0.42986, 0.51049]],
  "forces_ev_per_angstrom": [[-0.5941, -1.2807, 0.0008], [0.2693, 0.6777, 0.2981], [0.0899, 0.6945, 0.2828], [-0.7883, 0.5261, 0.4340], [0.4816, 0.2137, 0.0319], [0.2444, -0.6214, -0.5501], [0.0408, -0.1133, 0.0121], [0.3175, 0.1263, -0.0234], [0.6391, 0.2172, 0.0263], [-0.2187, -0.0446, 0.2273], [0.3829, -0.4443, -0.1092], [-0.0425, 0.6986, -0.2249], [-0.3467, -0.1449, -0.8025], [-0.7416, -0.1073, -0.1625], [0.8931, 0.3218, 0.7179], [-0.3345, -0.6585, -0.2279], [-0.7853, -0.4954, 0.0396], [0.4929, 0.4344, 0.0296]],
  "nbo_charge": [0.505, 0.172, 0.226, 0.488, 0.437, -0.891, 0.488, 0.499, -0.979, 0.490, 0.469, -0.930, 0.489, 0.482, -0.950, 0.492, 0.490, -0.976],
  "spin_multiplicity": 2,
  "homo_ev": [-14.80, -14.70],
  "e_tot_ev": -21257.0984,
  "homo_lumo_gap_ev": [10.49, 4.40],
  "s_squared": 0.754,
  "total_charge": 1,
  "lumo_energy_ev": [-4.3119, -10.2974],
  "relative_energy_kj_mol": 106.2
}

{
  "formula": "C27H27F3IKN2S3Sb",
  "method": "wB97M-V/def2-TZVPD",
  "species": ["K", "C", "C", "S", "C", "C", "S", "C", "C", "S", "H", "H", "H", "H", "H", "H", "H", "H", "H", "H", "H", "H", "F", "C", "C", "C", "C", "C", "C", "Sb", "C", "C", "C", "C", "F", "C", "C", "C", "C", "C", "C", "F", "C", "C", "H", "H", "H", "H", "H", "H", "H", "H", "H", "H", "H", "H", "I", "C", "C", "N", "N", "C", "H", "H", "H"],
  "xyz": [[-0.30411, 0.36804, 0.13028], [-1.88037, 2.76932, 3.72974], [-0.61174, 3.42555, 3.21201], [0.57204, 2.34809, 2.35140], [1.43477, 1.39947, 3.63258], [0.63018, 0.35733, 4.38903], [-0.46382, -0.69852, 3.36156], [-2.09169, -0.47545, 4.16661], [-3.15996, 0.23094, 3.34509], [-2.65518, 1.72777, 2.43815], [-2.59294, 3.54839, 4.00873], [-1.70569, 2.13665, 4.59490], [-0.08782, 3.93912, 4.01717], [-0.86634, 4.15413, 2.43943], [1.88027, 2.09729, 4.34553], [2.23520, 0.91944, 3.06688], [0.00310, 0.82298, 5.14442], [1.32579, -0.31781, 4.88741], [-1.90946, 0.03204, 5.11181], [-2.45143, -1.47951, 4.39295], [-3.99716, 0.48851, 3.99938], [-3.52181, -0.41542, 2.54272], [-8.70493, 1.89341, 1.64012], [-7.56244, 1.61800, 0.98797], [-7.43974, 0.41022, 0.32386], [-6.25428, 0.12638, -0.33310], [-5.20796, 1.03691, -0.31717], [-5.35410, 2.24120, 0.35776], [-6.53590, 2.54685, 1.00548], [-3.32205, 0.60158, -1.23365], [-3.96598, -1.04893, -2.43262], [-4.23206, -0.91010, -3.78582], [-4.66463, -1.99263, -4.53107], [-4.82883, -3.21247, -3.89859], [-5.27593, -4.26235, -4.60457], [-4.54128, -3.38289, -2.55499], [-4.10035, -2.29275, -1.83027], [-3.37591, 2.15273, -2.71165], [-2.26948, 2.30081, -3.53587], [-2.18349, 3.36094, -4.41789], [-3.21726, 4.28193, -4.45303], [-3.12287, 5.33476, -5.28034], [-4.33770, 4.14853, -3.65229], [-4.41070, 3.07313, -2.78379], [-8.26033, -0.28983, 0.33152], [-6.14968, -0.81440, -0.85733], [-4.53535, 2.94889, 0.37201], [-6.66635, 3.48268, 1.52390], [-4.09408, 0.05204, -4.26438], [-4.87537, -1.90146, -5.58519], [-4.65944, -4.35190, -2.09578], [-3.86090, -2.41328, -0.77962], [-1.46167, 1.57408, -3.49208], [-1.32892, 3.48798, -5.06248], [-5.12920, 4.87863, -3.70396], [-5.28017, 2.95963, -2.15031], [5.07840, -2.08569, 2.85909], [4.06586, -1.15799, 1.28810], [4.60855, -0.43941, 0.24347], [3.56883, -0.01502, -0.49464], [2.39673, -0.41286, 0.00223], [2.68063, -1.11327, 1.08593], [5.62838, -0.22146, 0.00083], [3.59932, 0.52571, -1.34601], [1.91232, -1.57223, 1.67831]],
  "forces_ev_per_angstrom": [[0.2390, -0.0712, 0.2860], [-0.3794, -0.3271, -0.3264], [0.2719, -0.3259, -0.1583], [0.3349, 0.3388, 0.1418], [-0.2234, 0.2638, -0.2384], [-0.2252, -0.3155, -0.1575], [0.0122, 0.0051, 0.1881], [0.2833, -0.1701, -0.2054], [0.0698, 0.5091, -0.1771], [-0.0317, 0.0541, 0.2256], [0.0694, -0.0799, 0.0925], [0.1120, 0.0714, 0.0898], [-0.0235, 0.1259, -0.0153], [0.0388, 0.0861, 0.1236], [0.1056, -0.0925, -0.0639], [0.0901, 0.0544, 0.0791], [0.0144, -0.0091, 0.0731], [-0.0266, 0.0758, 0.1293], [-0.0434, -0.0537, 0.0233], [-0.0217, 0.0584, 0.1410], [-0.0181, -0.1767, -0.1178], [-0.1080, -0.0169, 0.1007], [0.1350, -0.0136, -0.0990], [0.1267, -0.0694, -0.0686], [-0.1871, 0.1015, 0.1526], [0.0345, -0.0406, -0.0003], [0.4913, -0.1956, -0.1412], [0.0335, -0.0067, -0.0444], [-0.2212, 0.0301, 0.1055], [-0.7873, 0.0184, -0.4565], [0.2465, 0.4132, 0.2532], [0.0174, 0.1258, -0.0349], [-0.0729, -0.2270, -0.0848], [0.0277, 0.1159, 0.0902], [0.0735, 0.0788, 0.0356], [-0.0926, -0.2233, -0.1465], [0.0656, 0.0826, 0.0638], [0.0378, -0.3947, 0.4423], [0.0950, -0.0858, 0.0468], [0.0055, 0.2127, -0.1886], [-0.0022, -0.1195, 0.0996], [-0.0221, -0.1206, 0.0599], [0.0922, 0.1145, -0.1610], [-0.0602, -0.0190, 0.0509], [-0.1020, -0.0489, -0.0054], [-0.0616, -0.0240, -0.0231], [-0.0526, 0.0962, 0.0758], [-0.0536, 0.1117, 0.0865], [-0.0886, -0.0210, -0.0599], [-0.0474, -0.0216, -0.0943], [-0.0403, -0.1113, -0.0078], [-0.0397, -0.0913, 0.0423], [0.0134, 0.1031, -0.0714], [0.0819, 0.0559, -0.1080], [-0.0771, 0.1017, -0.0598], [-0.0411, 0.0494, -0.0332], [-0.2548, 0.2364, -0.4101], [0.5096, -0.1673, 0.3684], [-0.1069, -0.2460, 0.3760], [0.1432, 0.0675, -0.0836], [-0.7479, 0.1737, -0.3101], [0.4251, 0.0437, -0.0456], [0.1783, 0.0733, -0.0993], [-0.0126, -0.0887, 0.1536], [-0.2021, -0.0746, 0.1008]],
  "nbo_charge": [0.878, -0.534, -0.538, 0.161, -0.545, -0.522, 0.134, -0.526, -0.532, 0.161, 0.238, 0.213, 0.238, 0.238, 0.238, 0.238, 0.218, 0.241, 0.222, 0.245, 0.237, 0.233, -0.313, 0.404, -0.278, -0.212, -0.359, -0.231, -0.243, 0.995, -0.375, -0.197, -0.273, 0.417, -0.311, -0.281, -0.214, -0.356, -0.223, -0.279, 0.418, -0.310, -0.271, -0.209, 0.239, 0.229, 0.219, 0.229, 0.228, 0.240, 0.238, 0.207, 0.204, 0.237, 0.240, 0.232, 0.212, -0.294, -0.052, -0.313, -0.334, -0.088, 0.245, 0.421, 0.223],
  "homo_ev": -10.92,
  "e_tot_ev": -103033.3853,
  "homo_lumo_gap_ev": 8.42,
  "total_charge": 1,
  "lumo_energy_ev": -2.4993,
  "relative_energy_kj_mol": 6.8
}